1.
Here is a molecular structure, C21H34N7O5P2V from the Open Molecules 2025 dataset. Energies are from ωB97M-V with the def2-TZVPD basis set.

XYZ file:
```
70
Properties=species:S:1:pos:R:3:forces:R:3:mulliken_spin:R:1
V 0.0531 -0.2028 0.8498 0.427 0.742 -0.186 1.08
O -2.3405 -0.4270 4.3632 0.007 0.151 -0.050 0.00
C -2.5798 0.9060 4.4804 -0.082 -0.296 0.120 0.00
C -3.4890 1.2771 5.4628 0.033 0.109 -0.053 0.00
C -3.7820 2.6108 5.6592 -0.022 -0.032 0.025 0.00
C -3.1804 3.6109 4.8840 0.020 -0.011 -0.017 0.00
C -2.2862 3.2565 3.9122 -0.003 -0.031 0.025 0.00
C -1.9679 1.8924 3.6809 0.069 0.297 -0.051 0.00
C -1.0214 1.6199 2.6452 -0.123 -0.570 0.169 0.00
O -0.7510 0.2712 2.3418 0.052 0.255 -0.228 -0.02
N -0.3705 2.4811 1.9401 0.253 -0.145 -0.243 -0.01
N 0.4298 1.7950 1.0608 -0.186 0.243 0.272 -0.05
C 1.3296 2.3961 0.3812 0.084 -0.067 -0.099 0.02
C 2.1861 1.4977 -0.3815 -0.113 0.082 0.152 0.01
C 3.2767 1.9154 -1.1056 0.054 -0.093 -0.050 0.00
C 4.0979 0.9471 -1.6885 -0.012 0.116 0.016 0.01
C 3.7900 -0.3857 -1.5063 -0.052 -0.086 0.026 0.00
C 2.6616 -0.7334 -0.7726 -0.022 -0.029 -0.038 0.01
N 1.8579 0.1826 -0.2244 -0.146 0.204 0.047 -0.03
H -1.6439 -0.5664 3.7135 -0.008 -0.056 0.015 0.00
H -3.9414 0.5071 6.0717 0.012 -0.023 -0.009 0.00
H -4.4862 2.8846 6.4341 0.005 0.012 -0.003 0.00
H -3.4162 4.6505 5.0590 0.002 0.003 -0.009 0.00
H -1.8046 4.0106 3.3052 0.000 0.002 0.001 0.00
H 1.4615 3.4716 0.4395 0.021 -0.005 -0.016 0.00
H 3.4955 2.9708 -1.1969 0.006 0.000 0.004 0.00
H 4.9696 1.2423 -2.2577 -0.001 -0.006 -0.003 0.00
H 4.4086 -1.1691 -1.9213 0.008 0.008 0.001 0.00
H 2.3933 -1.7670 -0.6158 0.022 -0.012 -0.015 0.00
C -4.8933 -1.4768 -0.1589 0.073 0.011 0.030 0.00
N -3.8024 -0.4945 -0.3303 -0.207 0.070 -0.060 0.00
C -4.2910 0.9003 -0.4781 0.056 -0.060 0.030 0.00
P -2.3628 -0.8254 -0.9383 0.366 0.228 0.314 0.00
O -1.2674 0.1594 -0.3912 0.019 -0.726 0.001 0.00
O -1.9862 -2.2849 -0.3317 -0.125 -0.027 -0.145 0.00
P -0.8334 -2.9503 0.5638 0.422 0.314 0.128 0.00
O 0.4025 -1.9854 0.3958 -0.737 -0.355 0.169 0.00
N -1.3636 -2.8511 2.0861 -0.191 -0.082 0.127 -0.01
C -2.8013 -2.9754 2.4388 0.102 -0.030 -0.031 0.00
C -0.4465 -3.3165 3.1591 -0.009 0.010 -0.109 0.00
N -0.4454 -4.4012 0.0509 0.027 -0.165 -0.093 0.00
C -1.1611 -5.6021 0.5460 0.105 0.089 -0.017 0.00
C 0.3113 -4.6157 -1.1990 -0.054 0.035 0.058 0.00
N -2.2494 -0.8070 -2.5277 -0.090 -0.015 -0.194 0.00
C -0.9662 -0.7263 -3.2440 -0.030 -0.015 0.038 0.00
C -3.3792 -1.2736 -3.3626 0.018 0.070 0.030 0.00
H -5.6157 -1.3820 -0.9699 -0.013 -0.006 0.009 0.00
H -5.3975 -1.2676 0.7836 -0.010 -0.015 -0.003 0.00
H -4.5078 -2.4925 -0.1430 0.006 -0.010 -0.022 0.00
H -4.8726 1.0068 -1.3940 -0.021 0.030 0.014 0.00
H -3.4585 1.6013 -0.4884 0.007 -0.011 -0.028 0.00
H -4.9191 1.1243 0.3819 -0.015 0.010 -0.013 0.00
H -3.1718 -3.9879 2.2750 -0.032 0.020 0.009 0.00
H -3.3881 -2.2587 1.8747 -0.026 -0.007 -0.036 0.00
H -2.8995 -2.7321 3.4931 -0.008 0.018 0.015 0.00
H -0.5994 -4.3751 3.3690 0.023 -0.003 0.033 0.00
H -0.6602 -2.7468 4.0618 0.015 0.001 0.011 0.00
H 0.5917 -3.1559 2.8720 0.007 -0.026 0.001 0.00
H -1.5304 -5.4379 1.5545 -0.034 -0.006 -0.012 0.00
H -0.4506 -6.4254 0.5741 -0.008 -0.012 -0.001 0.00
H -1.9873 -5.8547 -0.1176 -0.001 -0.035 0.004 0.00
H 0.8047 -3.6960 -1.5067 -0.005 -0.002 -0.010 0.00
H -0.3614 -4.9512 -1.9883 0.021 -0.010 -0.018 0.00
H 1.0682 -5.3768 -1.0203 -0.001 -0.009 -0.009 0.00
H -0.2280 -0.2005 -2.6434 0.012 -0.025 0.015 0.00
H -1.1246 -0.1617 -4.1609 0.005 0.007 0.000 0.00
H -0.6049 -1.7227 -3.5049 0.016 0.004 -0.008 0.00
H -4.3187 -1.1909 -2.8214 0.024 -0.020 0.004 0.00
H -3.2259 -2.3079 -3.6701 -0.014 0.003 -0.022 0.00
H -3.4375 -0.6371 -4.2430 0.003 -0.011 -0.010 0.00
```
Forces are in eV/Å.

Summary:
relative energy (zero: lowest compared OMol25 entry of this formula, charge and spin) = 15.03 kcal/mol
E_tot = -87242.648 eV
orbital gap (spin up / spin down) = 4.85 / 5.44 eV
expectation value of S² = 0.762
E_HOMO (spin up / spin down) = -16.07 / -16.08 eV
net charge = +3
multiplicity = 2

2.
Here is 9 unconnected molecules or ions with the total composition C28H72F10N8O23PS10 at a distorted geometry from the Open Molecules 2025 dataset. Energies are from ωB97M-V with the def2-TZVPD basis set.

XYZ file:
```
152
Properties=species:S:1:pos:R:3:forces:R:3:lowdin_charge:R:1
C -0.3143 0.5840 -5.7821 0.346 0.180 1.032 -0.01
C 0.2153 -0.8364 -6.1362 -0.565 1.278 -0.844 -0.26
C 1.4994 -1.2642 -5.4467 0.726 -1.157 1.536 -0.16
O 1.2799 -1.8255 -4.1462 -1.644 1.331 -0.248 -0.21
C 2.4651 -2.2775 -3.5195 -0.057 -1.512 0.164 -0.08
N -0.8903 -1.8592 -5.9050 0.680 0.956 0.423 0.24
H -1.0439 -1.8258 -4.9073 -0.355 -0.618 0.739 0.16
H -1.7163 -1.5527 -6.3989 -0.382 0.129 -0.011 0.16
H -0.6397 -2.7820 -6.2302 0.192 -0.441 0.255 0.17
H 0.0161 1.4293 -6.3857 0.276 -0.557 -0.631 0.10
H 0.0447 0.9037 -4.8038 0.018 -0.351 0.273 0.06
H -1.3907 0.7315 -5.6936 -0.218 -0.516 -0.253 0.09
H 0.3277 -0.9372 -7.2157 0.514 0.349 -0.036 0.14
H 2.2189 -0.4704 -5.2460 -0.165 0.512 -0.935 0.13
H 1.9719 -2.0526 -6.0326 0.298 0.010 -0.396 0.13
H 2.6513 -3.2106 -4.0512 1.126 -0.009 0.041 0.10
H 2.2894 -2.5892 -2.4899 -0.635 0.252 -0.024 0.10
H 3.3143 -1.5977 -3.4499 -0.058 0.247 -0.689 0.08
C 7.1371 0.6983 3.4943 -0.747 -0.654 0.346 -0.02
C 7.4416 1.5639 2.3041 0.026 0.850 -0.588 -0.28
C 8.8642 1.4558 1.7558 -0.889 -0.845 -0.138 -0.19
O 9.0134 2.3633 0.7085 -0.034 -0.642 -0.679 -0.17
C 9.3344 3.6654 1.1115 -0.044 0.785 -0.108 -0.09
N 6.3945 1.3195 1.2217 1.389 -0.754 -0.079 0.22
H 6.5132 1.9341 0.4290 0.401 0.831 -0.220 0.09
H 6.3786 0.4032 0.7972 0.297 -0.979 0.039 0.10
H 5.4715 1.4242 1.6183 -0.863 0.188 0.523 0.06
H 7.3100 -0.3627 3.3142 0.492 -0.064 -0.483 0.10
H 6.0664 0.6611 3.6952 -0.032 0.547 0.330 0.06
H 7.6806 0.9264 4.4112 -0.023 0.439 -0.223 0.10
H 7.2532 2.6366 2.3483 0.123 0.082 1.393 0.13
H 8.9913 0.4269 1.4192 0.101 -0.039 -0.680 0.13
H 9.6291 1.5375 2.5281 -0.133 0.546 0.387 0.13
H 10.2716 3.6340 1.6671 0.129 0.344 0.047 0.09
H 8.5522 4.1632 1.6847 -0.147 -0.247 0.539 0.08
H 9.3698 4.3111 0.2340 0.435 -0.351 -0.176 0.08
C 3.5437 1.7242 -3.4222 0.244 0.160 0.736 0.00
C 3.0285 1.7886 -1.9857 1.344 3.242 0.587 -0.29
C 1.7139 1.1116 -1.7476 1.538 0.555 -1.089 -0.21
O 1.3900 1.1763 -0.4305 0.283 -0.004 1.133 -0.15
C 0.4630 0.1969 -0.0433 -1.070 0.025 0.810 -0.08
N 4.0991 1.5389 -0.9546 -0.895 -2.929 -0.443 0.22
H 3.6301 1.1626 -0.1431 -0.645 0.145 1.022 0.11
H 4.6678 0.7480 -1.2214 0.848 -0.373 -0.259 0.08
H 4.6799 2.3168 -0.6758 0.166 0.871 -0.472 0.06
H 2.7098 1.8890 -4.1045 0.006 -0.140 -0.024 0.09
H 4.0541 0.7792 -3.6079 -0.143 -0.213 -0.185 0.08
H 4.2767 2.5131 -3.5909 -0.034 -0.005 -0.035 0.08
H 2.9479 2.8252 -1.6587 -1.097 0.556 -0.984 0.16
H 1.9104 0.1187 -2.1520 -1.076 -0.627 0.001 0.13
H 1.0750 1.7826 -2.3218 -0.696 -0.723 -0.580 0.13
H 0.9126 -0.7959 -0.0254 -0.197 -0.006 0.025 0.09
H -0.4550 0.2387 -0.6295 0.174 -0.206 -0.737 0.08
H 0.0805 0.4922 0.9337 0.553 -0.278 0.313 0.10
C -5.0856 1.8398 5.5820 -0.003 0.284 -0.375 -0.10
C -5.3343 0.8979 4.3735 -0.058 0.283 0.524 -0.25
C -6.7848 0.3770 4.3283 -0.467 -1.611 -1.129 -0.20
C -7.3910 -0.1134 2.9100 1.345 0.038 0.664 -0.23
P -6.6037 -1.5432 2.0567 0.693 -1.147 1.152 1.05
C -7.6298 -2.0753 0.6358 0.293 0.466 0.108 -0.27
C -7.1008 -3.3384 -0.0570 -0.518 -1.306 -0.523 -0.21
C -7.9424 -3.6898 -1.4014 0.779 1.717 0.709 -0.19
C -7.3301 -2.9614 -2.6579 -0.581 0.410 1.017 -0.09
C -6.3907 -3.0011 3.2082 1.385 -0.604 0.304 -0.24
C -5.2233 -2.9124 4.2870 -1.052 -0.917 0.518 -0.20
C -4.9762 -4.3020 4.9892 0.628 -0.369 0.184 -0.24
C -3.8178 -4.4062 6.0310 -0.358 0.586 -0.213 -0.10
C -4.8803 -1.1392 1.5033 -2.853 -0.970 -0.250 -0.27
C -4.8482 -0.1351 0.3722 1.766 0.870 0.479 -0.22
C -3.3561 0.3529 0.3680 -0.839 0.536 -2.070 -0.23
C -3.0988 1.4875 -0.6615 0.324 0.157 1.286 -0.10
H -5.5242 2.8306 5.4636 -0.454 -0.123 -0.092 0.07
H -4.0368 2.0762 5.7614 0.180 -0.415 -0.285 0.07
H -5.4527 1.3961 6.5075 -0.163 -0.050 -0.040 0.07
H -4.6203 0.0869 4.5169 -0.206 -0.373 -0.177 0.09
H -5.0646 1.3419 3.4152 0.002 0.402 0.058 0.10
H -7.5314 1.0572 4.7381 0.244 0.326 -0.120 0.11
H -6.8682 -0.5299 4.9272 0.094 0.123 0.450 0.08
H -7.2944 0.7106 2.2030 -0.487 0.059 -0.155 0.08
H -8.4142 -0.4634 3.0465 -0.193 0.480 -0.012 0.08
H -7.5873 -1.1958 -0.0066 0.219 0.057 -0.461 0.09
H -8.6902 -2.1161 0.8847 0.002 -0.337 0.395 0.10
H -7.0796 -4.1933 0.6189 -0.980 -0.099 0.292 0.09
H -6.0132 -3.3162 -0.1265 0.156 0.566 -1.116 0.09
H -8.9154 -3.2363 -1.2124 -0.142 0.266 -0.001 0.08
H -8.2697 -4.7178 -1.5563 1.064 -0.288 0.140 0.09
H -7.3836 -3.5151 -3.5953 0.223 -0.049 0.218 0.06
H -6.3423 -2.5567 -2.4374 0.403 -0.788 -0.188 0.06
H -7.8614 -2.0191 -2.7918 -0.453 -0.085 -0.288 0.06
H -6.0718 -3.8616 2.6200 0.215 0.280 -0.870 0.06
H -7.2659 -3.4652 3.6630 -0.534 0.874 0.180 0.10
H -5.6006 -2.2755 5.0870 0.459 0.416 0.006 0.08
H -4.3005 -2.5276 3.8527 -0.054 0.012 0.054 0.10
H -4.7149 -5.1066 4.3017 -0.269 0.262 -0.659 0.10
H -5.8772 -4.6569 5.4894 -0.340 0.306 -0.061 0.10
H -2.8530 -4.3856 5.5242 0.021 0.275 0.094 0.07
H -3.8416 -5.3345 6.6018 -0.290 -0.262 -0.342 0.07
H -3.8694 -3.6450 6.8095 0.122 0.358 -0.190 0.06
H -4.5472 -2.1189 1.1610 0.642 0.135 0.423 0.06
H -4.4586 -0.7848 2.4439 0.617 -0.128 -0.369 0.08
H -5.5524 0.6823 0.5275 0.172 0.394 0.261 0.10
H -5.0798 -0.4760 -0.6369 -0.025 -0.685 0.186 0.12
H -2.7186 -0.4458 -0.0113 -0.125 -0.501 0.509 0.10
H -2.9782 0.6365 1.3503 -0.347 0.004 0.105 0.11
H -3.8414 2.2853 -0.6779 -0.137 -0.142 0.031 0.06
H -2.9177 1.1670 -1.6874 -0.079 -0.129 0.159 0.07
H -2.1947 1.9348 -0.2485 0.237 0.384 -0.657 0.07
N 3.7929 1.0369 2.1644 -1.869 5.603 -0.292 -0.33
S 2.9572 2.3091 2.9569 -0.997 2.283 0.266 0.62
O 3.7287 2.9443 4.0177 -0.788 -1.232 -2.288 -0.27
O 1.5336 2.1103 3.1697 1.993 -0.619 -0.124 -0.27
F 2.9069 3.3064 1.6976 0.802 -0.560 0.659 -0.19
S 3.2153 -0.1676 2.8629 -0.081 -8.654 2.170 0.50
O 2.1871 -1.0438 2.2436 2.069 3.057 1.241 -0.28
O 3.3244 -0.1338 4.3152 -1.084 0.606 -1.482 -0.29
F 4.5830 -1.0035 2.5256 -0.308 -0.337 -0.019 -0.24
N 5.8895 -0.7003 -0.8245 3.383 4.088 -3.089 -0.33
S 7.2206 -0.7391 -1.8821 2.229 2.409 -4.052 0.59
O 6.9935 -1.0447 -3.3038 -0.485 -0.375 3.116 -0.28
O 8.5061 -1.0943 -1.3286 -1.994 -0.090 0.220 -0.25
F 7.2861 0.8358 -2.0090 -0.193 0.408 0.820 -0.19
S 5.7402 -2.1500 -0.5962 -2.597 -10.718 3.471 0.42
O 6.6110 -2.8006 0.3924 -0.818 1.785 -1.723 -0.29
O 5.4145 -3.0145 -1.7452 0.553 2.152 1.384 -0.30
F 4.3774 -2.0285 0.2128 -0.151 0.024 -0.573 -0.19
N -2.3697 4.4324 -5.0905 4.881 -1.448 0.426 -0.25
S -3.4086 4.5036 -4.0229 -8.486 1.028 6.201 0.39
O -3.6574 5.8533 -3.5505 0.245 -1.296 -0.278 -0.30
O -3.5621 3.4240 -2.9667 1.426 2.262 -2.963 -0.35
F -4.6972 4.2389 -4.8764 -0.437 -0.487 -1.047 -0.19
S -1.1421 4.3403 -3.9138 6.441 2.639 0.580 0.62
O -0.5015 3.0486 -3.7217 -1.822 0.436 -0.059 -0.33
O -1.0817 5.3273 -2.7881 -1.107 -3.157 -2.976 -0.28
F 0.0321 4.9910 -4.8621 -1.136 -0.202 -0.038 -0.24
N -1.6731 -5.1100 0.2570 -2.376 2.178 4.258 -0.24
S -1.6565 -4.0005 -0.8150 2.208 -0.010 -4.596 0.40
O -0.6916 -2.9304 -0.7479 -1.032 -0.479 0.269 -0.29
O -2.9367 -3.7586 -1.4310 -0.096 0.868 0.363 -0.32
F -0.9811 -5.0014 -1.8596 0.355 0.119 -0.772 -0.22
S -2.6760 -4.2209 1.3551 0.252 -3.855 1.357 0.56
O -4.0706 -4.6016 1.2309 0.966 0.546 0.225 -0.31
O -2.3452 -2.8656 1.6152 -0.023 0.551 -0.258 -0.28
F -2.1868 -4.9595 2.7074 -0.425 0.217 -0.881 -0.20
N 5.8504 3.6977 -0.7388 -1.920 0.615 5.496 -0.30
S 6.4353 4.5699 -1.7987 5.132 2.654 -9.407 0.45
O 7.8534 4.9583 -1.6541 -3.074 -0.872 -0.102 -0.29
O 5.5107 5.4921 -2.4539 1.311 -0.875 1.613 -0.27
F 6.5154 3.4112 -2.9491 0.032 0.140 0.739 -0.22
S 5.5419 5.0386 0.2834 -1.811 4.362 4.120 0.62
O 4.2469 5.7278 0.1312 2.581 -2.667 -0.120 -0.26
O 6.6627 5.9533 0.5856 -1.753 -2.419 -1.338 -0.28
F 5.4480 4.2837 1.6916 -0.151 -0.795 -0.824 -0.19
```
Forces are in eV/Å.

Summary:
relative energy (zero: lowest compared OMol25 entry of this formula, charge and spin) = 147.15 kcal/mol
E_tot = -234023.423 eV
orbital gap = 7.72 eV
E_HOMO = -7.55 eV
net charge = -1
multiplicity = 1

3.
Here is a single C2H3NOS molecule at a distorted geometry from the Open Molecules 2025 dataset. Energies are from ωB97M-V with the def2-TZVPD basis set.

XYZ file:
```
8
Properties=species:S:1:pos:R:3:forces:R:3:nbo_charge:R:1
C 1.2276 0.4317 -0.1725 -3.676 4.045 3.127 -0.15
C -1.0858 -0.7091 -0.0247 1.534 -2.454 2.321 0.56
H 1.3283 1.5978 0.2607 0.667 -2.884 -1.746 0.20
H -0.9276 1.2324 -0.1241 2.630 -1.642 -0.422 0.43
H -0.3742 -1.5861 0.6359 -2.502 1.535 -2.233 0.11
N -0.2499 0.3616 -0.1291 0.236 2.253 -0.925 -0.68
O -2.2698 -0.6375 -0.2670 1.271 -0.607 0.359 -0.56
S 2.3514 -0.6908 -0.1792 -0.160 -0.245 -0.481 0.08
```
Forces are in eV/Å.

Summary:
relative energy (zero: lowest compared OMol25 entry of this formula, charge and spin) = 42.62 kcal/mol
E_tot = -16493.350 eV
orbital gap = 8.74 eV
E_HOMO = -9.42 eV
SMILES = O=CNC=S
multiplicity = 1

4.
Here is 2 unconnected molecules or ions with the total composition C3H9OP at a distorted geometry from the Open Molecules 2025 dataset. Energies are from ωB97M-V with the def2-TZVPD basis set.

XYZ file:
```
14
Properties=species:S:1:pos:R:3:forces:R:3:nbo_charge:R:1
C 1.3489 0.0685 -1.0244 -2.772 0.139 0.662 -0.68
C 0.3480 1.1149 -0.5978 1.194 -0.872 2.669 -0.31
C -0.8824 -0.3481 1.3025 0.641 0.081 -0.463 -0.16
O 0.2066 -0.9774 1.7846 0.321 -2.062 -2.008 -0.73
P -2.1578 -1.5020 0.7985 1.310 -1.712 -0.634 0.29
H 1.2707 0.0960 -2.0893 0.368 -0.892 -0.760 0.21
H 1.1564 -0.9050 -0.5214 -0.178 0.257 -0.755 0.23
H 2.2960 0.3085 -0.7049 2.393 0.782 0.500 0.21
H 0.5258 1.7574 0.2769 0.100 -0.383 -0.477 0.16
H -0.3200 1.5089 -1.2810 -1.348 0.527 -1.303 0.16
H -1.0852 0.5628 1.7686 -0.723 1.397 0.582 0.17
H 0.6235 -0.7730 2.5883 0.294 1.193 1.628 0.49
H -1.3373 -2.1513 -0.2931 -0.760 0.478 1.232 -0.01
H -2.7461 -0.7236 -0.1365 -0.841 1.070 -0.873 -0.03
```
Forces are in eV/Å.

Summary:
relative energy (zero: lowest compared OMol25 entry of this formula, charge and spin) = 120.92 kcal/mol
E_tot = -14588.345 eV
orbital gap (spin up / spin down) = 8.39 / 7.87 eV
E_HOMO (spin up / spin down) = -7.63 / -7.10 eV
multiplicity = 1